[1]
# C10H12NaO3

A molecular structure, C10H12NaO3 (ωB97M-V/def2-TZVPD, OMol25).

Results
LUMO, Ha: -0.176
Total energy, eV: -21117.038
Gap between HOMO and LUMO, eV: 7.44
Total charge: +1
Max |F|, eV Å⁻¹: 0.8

Cartesian coordinates (Å):
C1 -2.0078 1.7920 -1.9987
C2 -0.9081 1.0960 -2.8231
C3 -0.1853 0.0823 -1.9824
C4 -0.0951 -1.2263 -2.2646
C5 0.6598 -2.1253 -1.3546
O1 1.1659 -3.1651 -1.7271
C6 0.7989 -1.6608 0.0568
C7 0.7132 -0.3636 0.3682
C8 0.8691 0.2836 1.7144
C9 1.1010 -0.6432 2.9024
O2 0.1130 -0.3988 3.9597
C10 0.4950 0.6084 -0.7574
O3 0.8857 1.7584 -0.6678
H1 -2.5034 1.0403 -1.3831
H2 -2.7463 2.2632 -2.6339
H3 -1.5759 2.5157 -1.3164
H4 -0.1787 1.8285 -3.1586
H5 -1.3646 0.5983 -3.6706
H6 -0.5418 -1.6308 -3.1591
H7 1.0198 -2.4188 0.7925
H8 -0.0262 0.8785 1.8978
H9 1.6712 1.0133 1.6289
H10 1.0326 -1.6943 2.6567
H11 2.0587 -0.4266 3.3576
H12 -0.7281 -0.6480 3.5738
Na1 0.2775 0.6431 5.9885


[2]
# C10H14ClN2OS

A molecular structure, C10H14ClN2OS in a non-equilibrium geometry (ωB97M-V/def2-TZVPD, OMol25).

Results
LUMO, Ha: -0.144
Total energy, eV: -38972.094
Gap between HOMO and LUMO, eV: 9.66
Total charge: +1
Max |F|, eV Å⁻¹: 6.3
Energy above the lowest of the compared OMol25 structures with the same formula, charge and spin, kJ/mol: 0.00

Cartesian coordinates (Å):
C1 -0.6310 -2.2779 -0.1301
C2 0.3068 -1.5627 -0.7610
C3 1.3127 -2.3159 -1.5704
C4 -0.9892 -3.6290 -0.6847
C5 -0.4923 2.5951 -0.7532
C6 -0.6319 3.0997 0.6646
C7 0.3003 1.9726 0.4023
C8 -0.3279 -3.7649 -2.1492
C9 2.4720 -0.8220 0.1784
C10 0.0552 0.4337 0.7516
N1 1.0642 -3.4053 -2.1592
N2 0.7752 -0.2655 -0.3295
O1 3.1529 0.1788 0.7683
S1 2.9456 -1.6107 -1.3389
Cl1 -1.4020 -2.7902 -3.2627
H1 -1.3852 -1.8076 0.4534
H2 -0.4921 -4.3033 -0.0536
H3 -1.9713 -3.7263 -0.6666
H4 -1.3538 2.0029 -1.1053
H5 -0.1406 3.3611 -1.4391
H6 -0.1872 4.0841 0.7831
H7 -1.6313 3.0251 1.2465
H8 1.4144 2.2611 0.5393
H9 -0.4188 -4.7654 -2.4202
H10 1.9971 -1.5582 0.8421
H11 -1.0118 0.2551 0.5587
H12 0.6249 0.2837 1.6998
H13 0.8323 0.2520 -1.2540
H14 3.9146 0.4343 0.2898


[3]
# C9H9O

A gas-phase ion, C9H9O (charge +1) in a non-equilibrium geometry (ωB97M-V/def2-TZVPD, OMol25).

Results
LUMO, Ha: -0.198
Total energy, eV: -11517.586
Gap between HOMO and LUMO, eV: 8.09
Total charge: +1
Max |F|, eV Å⁻¹: 4.3
Energy above the lowest of the compared OMol25 structures with the same formula, charge and spin, kJ/mol: 0.00

Cartesian coordinates (Å):
C1 -0.4766 2.6924 -0.0111
C2 -0.7350 1.5698 -0.9051
C3 1.1063 -0.9712 1.2434
C4 0.7428 -2.0870 0.5749
C5 0.1886 2.5615 1.1626
C6 -0.2141 0.3299 -0.5114
C7 0.6281 0.2792 0.7225
C8 -0.2114 -2.1385 -0.5237
C9 -0.2230 -0.9295 -1.4023
O1 0.7067 1.3842 1.4777
H1 -1.0125 3.6089 -0.0150
H2 -1.4987 1.7428 -1.5988
H3 1.5567 -1.1362 2.1726
H4 0.8624 -3.0399 1.1339
H5 0.1472 3.3729 1.8475
H6 0.0706 -2.9044 -1.2471
H7 -1.2772 -2.3155 -0.1758
H8 -1.0416 -1.0377 -2.0207
H9 0.6806 -0.9817 -1.9240


[4]
# C4H8N2O2

2 unconnected molecules or ions with the total composition C4H8N2O2 in a non-equilibrium geometry (ωB97M-V/def2-TZVPD, OMol25).

Results
LUMO, Ha: -0.003
Total energy, eV: -11347.951
Gap between HOMO and LUMO, eV: 9.76
Total charge: 0
Max |F|, eV Å⁻¹: 5.5
Energy above the lowest of the compared OMol25 structures with the same formula, charge and spin, kJ/mol: 594.48

Cartesian coordinates (Å):
N1 -1.4004 0.0718 2.6003
C1 -0.8447 0.2240 1.5983
C2 -0.0401 0.3878 0.3577
C3 0.7680 -0.8832 0.0552
N2 -0.0833 -1.9209 -0.4866
C4 0.8217 1.6126 0.4873
O1 0.1702 1.6765 -0.7553
H1 1.2747 -1.2300 0.9671
H2 1.5710 -0.6038 -0.6446
H3 -0.2325 -1.7779 -1.4813
H4 0.3198 -2.8440 -0.3676
H5 0.4857 2.3883 1.1810
H6 1.8991 1.4214 0.4289
O2 -1.8703 0.4760 -1.0591
H7 -1.1711 1.3844 -1.4253
H8 -1.6678 -0.3829 -1.4560


Q: The lowest total energy belongs to which entry?
A: C10H14ClN2OS


Q: The highest max |F| belongs to which entry?
A: C10H14ClN2OS